# C20H17Cl5CrN3O7S2

A structure of composition C20H17Cl5CrN3O7S2 (ωB97M-V/def2-TZVPD, OMol25).

XYZ file:
```
55
Properties=species:S:1:pos:R:3:lowdin_charge:R:1
Cr -0.587 -0.907 -1.030 0.7418
C 1.723 4.529 4.846 -0.0477
C 1.780 3.724 3.578 -0.2649
C 2.986 3.238 3.086 -0.0293
C 3.033 2.493 1.916 -0.0530
C 1.859 2.229 1.232 -0.2821
C 0.644 2.711 1.701 -0.0492
C 0.609 3.447 2.869 -0.0273
S 1.917 1.333 -0.294 0.6003
O 3.274 0.876 -0.464 -0.2954
O 1.326 2.138 -1.325 -0.2801
N 0.932 0.068 -0.077 -0.2052
C 1.256 -0.974 0.767 -0.3713
C 2.313 -1.151 1.660 0.0146
C 2.325 -2.327 2.387 -0.0482
C 1.339 -3.294 2.208 -0.0605
C 0.348 -3.052 1.277 -0.0847
N 0.316 -1.917 0.591 0.0198
H 2.721 4.719 5.239 0.0748
H 1.152 4.004 5.614 0.0848
H 1.236 5.490 4.677 0.0842
H 3.905 3.448 3.621 0.1137
H 3.971 2.112 1.530 0.1136
H -0.265 2.524 1.143 0.0896
H -0.339 3.824 3.236 0.1201
H 3.087 -0.407 1.764 0.1021
H 3.122 -2.500 3.100 0.1124
H 1.345 -4.214 2.774 0.1032
H -0.439 -3.766 1.064 0.1280
Cl -7.465 -0.193 0.271 0.6877
C -5.875 -0.725 -0.103 -0.7058
C -4.778 0.036 0.290 -0.6935
Cl -4.982 1.503 1.154 0.7142
C -3.505 -0.408 -0.026 -0.5305
Cl -2.082 0.469 0.440 0.8851
C -3.273 -1.592 -0.721 -0.4183
O -2.044 -1.998 -0.978 -0.2083
C -4.384 -2.352 -1.106 -0.6044
Cl -4.103 -3.813 -1.955 0.7508
C -5.670 -1.919 -0.800 -0.6896
Cl -7.019 -2.864 -1.281 0.7009
C 1.507 -2.743 -4.425 -0.2233
S 1.825 -1.644 -3.048 0.9795
C 1.508 -0.097 -3.893 -0.2185
O 0.665 -1.975 -2.115 -0.5815
H 0.474 -2.595 -4.738 0.0586
H 1.669 -3.761 -4.078 0.0609
H 2.205 -2.505 -5.228 0.0670
H 2.423 0.139 -4.439 0.0757
H 1.338 0.678 -3.145 0.0367
H 0.660 -0.187 -4.567 0.0544
O -1.831 0.935 -4.322 0.0917
N -1.513 0.024 -3.595 -0.5298
O -1.462 -1.156 -3.923 0.0251
O -1.172 0.344 -2.358 -0.1888
```

Values from the calculation:
Calculated total energy, Eh: -5605.00880
2S+1: 2
Orbital gap (alpha / beta), eV: 7.9948 / 8.5593
⟨S²⟩: 0.762

# C20H17F6N6OS2Tc

A structure of composition C20H17F6N6OS2Tc (ωB97M-V/def2-TZVPD, OMol25).

XYZ file:
```
53
Properties=species:S:1:pos:R:3:lowdin_charge:R:1
Tc 0.141 -0.097 -0.086 1.2244
C -3.284 1.609 1.027 0.0050
C -2.093 1.212 0.204 -0.2691
N -1.890 0.008 -0.159 -0.1594
N -2.547 -1.114 0.250 0.0333
C -1.853 -2.292 0.382 -0.7386
N -2.626 -3.346 0.669 0.1283
S -0.180 -2.455 0.314 0.8046
C -1.022 2.250 -0.192 -0.4821
C -1.426 3.573 -0.149 -0.0636
C -0.458 4.572 -0.222 -0.0382
C 0.868 4.251 -0.212 -0.0341
C 1.188 2.901 -0.014 -0.1146
N 0.292 1.952 0.047 -0.1652
H -3.342 0.991 1.928 0.0944
H -4.202 1.462 0.453 0.1102
H -3.234 2.644 1.344 0.0790
H -3.370 -1.014 0.834 0.1539
H -3.602 -3.359 0.415 0.1282
H -2.178 -4.241 0.787 0.1128
H -2.479 3.812 -0.154 0.1174
H -0.765 5.609 -0.278 0.1247
H 1.644 4.999 -0.263 0.1141
H 2.221 2.586 0.098 0.1174
F 1.471 2.644 -6.001 0.1360
C 0.723 2.422 -4.910 -0.6264
F -0.468 2.013 -5.346 0.1389
F 0.559 3.612 -4.314 0.1318
C 1.392 1.424 -3.993 -0.1091
C 2.597 0.882 -4.382 0.0182
C 3.250 -0.040 -3.566 -0.0376
C 2.675 -0.358 -2.365 -0.1346
N 1.514 0.175 -1.961 -0.0570
C 0.824 1.029 -2.754 -0.5800
S -0.777 1.543 -2.335 0.9317
H 3.025 1.173 -5.330 0.1290
H 4.184 -0.495 -3.862 0.1121
H 3.132 -1.075 -1.693 0.1116
O -0.531 -1.423 -1.586 -0.5551
F 5.443 1.239 4.561 0.1665
C 4.771 0.083 4.610 -0.5969
F 5.655 -0.906 4.434 0.1676
F 4.247 -0.040 5.831 0.1605
C 3.709 0.042 3.535 -0.0805
C 2.371 -0.104 3.849 0.0385
C 1.456 -0.133 2.811 -0.1081
N 1.820 -0.024 1.532 -0.0547
C 3.117 0.121 1.235 -0.1015
C 4.095 0.157 2.208 0.0393
H 2.043 -0.194 4.874 0.1316
H 0.399 -0.252 3.010 0.1089
H 3.363 0.215 0.187 0.0965
H 5.135 0.274 1.933 0.1395
```

Values from the calculation:
Calculated total energy, Eh: -2652.12620
2S+1: 4
Orbital gap (alpha / beta), eV: 6.3290 / 6.1760
⟨S²⟩: 3.770
Charge: +1

# C20H17N3O3S

An isolated molecule of C20H17N3O3S (ωB97M-V/def2-TZVPD, OMol25).

XYZ file:
```
44
Properties=species:S:1:pos:R:3:lowdin_charge:R:1
C -0.899 2.916 2.889 0.0125
C -1.031 1.629 2.632 -0.1577
C -1.163 1.055 1.249 -0.1576
N -0.292 -0.075 1.052 0.0097
C -0.572 -1.363 1.401 -0.6153
S -2.039 -1.853 2.177 0.9888
C -1.834 -3.646 1.985 -0.3548
C -1.296 -4.102 0.630 -0.4483
O -0.609 -5.090 0.577 0.1077
C -1.708 -3.335 -0.568 -0.1989
C -2.955 -2.726 -0.683 -0.0657
C -3.263 -1.993 -1.816 -0.0806
C -2.332 -1.855 -2.833 -0.0853
C -1.096 -2.474 -2.730 -0.0712
C -0.788 -3.221 -1.610 -0.0224
N 0.377 -2.171 1.012 0.0400
N 1.299 -1.433 0.389 0.1006
C 0.923 -0.179 0.412 -0.2462
C 1.687 0.908 -0.170 -0.1497
C 2.413 0.649 -1.330 -0.0191
C 3.186 1.627 -1.942 0.0217
C 3.208 2.869 -1.351 -0.2002
C 2.496 3.130 -0.179 -0.1902
C 1.730 2.173 0.437 0.0645
O 2.704 4.429 0.200 0.0362
C 3.585 4.975 -0.760 -0.1558
O 3.878 3.997 -1.735 0.0393
H -0.824 3.287 3.896 0.0591
H -0.872 3.655 2.105 0.0660
H -1.063 0.898 3.428 0.0995
H -0.942 1.806 0.486 0.1308
H -2.192 0.696 1.112 0.1166
H -2.826 -4.074 2.147 0.0911
H -1.158 -4.005 2.761 0.0908
H -3.694 -2.836 0.096 0.0978
H -4.233 -1.526 -1.904 0.1021
H -2.573 -1.270 -3.708 0.1009
H -0.373 -2.374 -3.526 0.1031
H 0.172 -3.700 -1.500 0.1219
H 2.368 -0.344 -1.746 0.1114
H 3.747 1.427 -2.839 0.1203
H 1.226 2.382 1.365 0.1056
H 3.112 5.846 -1.241 0.1400
H 4.517 5.294 -0.267 0.1408
```

Values from the calculation:
Calculated total energy, Eh: -1560.46214
Orbital gap, eV: 8.4104
SMILES string: C=CCn1c(SCC(=O)c2ccccc2)nnc1-c1ccc2c(c1)OCO2

Looking at relative energy (zero: lowest compared OMol25 entry of this formula, charge and spin) for the records above, in order, we have 0.0 373.2 410.7 kJ/mol.